{
  "formula": "C63H150BaN9O17",
  "method": "ωB97M-V with the def2-TZVPD basis set",
  "orbital_gap_ev": 7.68,
  "charge": 1,
  "species": ["H", "H", "H", "H", "C", "H", "H", "C", "C", "C", "H", "C", "H", "C", "H", "H", "C", "H", "C", "H", "N", "C", "H", "C", "H", "H", "N", "C", "H", "C", "H", "H", "H", "O", "C", "C", "H", "H", "H", "H", "C", "O", "H", "H", "H", "C", "H", "C", "N", "H", "H", "H", "H", "C", "H", "H", "H", "H", "C", "H", "H", "C", "H", "C", "H", "O", "H", "O", "C", "C", "H", "H", "H", "C", "H", "O", "H", "C", "H", "H", "H", "H", "H", "H", "H", "C", "C", "O", "N", "H", "C", "C", "H", "H", "H", "C", "H", "C", "C", "H", "N", "N", "O", "H", "O", "H", "C", "H", "H", "H", "H", "H", "H", "H", "H", "H", "H", "H", "H", "O", "H", "H", "C", "H", "H", "H", "H", "N", "O", "O", "H", "O", "H", "H", "H", "H", "C", "H", "H", "C", "C", "H", "O", "H", "H", "H", "O", "C", "H", "H", "H", "C", "C", "H", "H", "H", "H", "H", "H", "H", "H", "H", "H", "Ba", "O", "N", "H", "H", "C", "C", "H", "H", "H", "C", "H", "H", "H", "H", "H", "H", "H", "C", "C", "O", "C", "H", "N", "C", "C", "H", "H", "C", "H", "H", "C", "C", "C", "H", "H", "C", "H", "H", "H", "C", "O", "H", "C", "H", "H", "H", "H", "H", "H", "C", "H", "H", "H", "C", "H", "C", "C", "H", "H", "H", "C", "H", "H", "H", "H", "H", "C", "C", "H", "H", "H", "H", "H", "C", "H", "H"],
  "coordinates": [[-0.943, -5.056, 5.684], [-1.139, 2.971, -4.939], [4.931, -3.958, -1.897], [4.284, -1.154, 7.057], [-4.133, 1.372, -5.419], [3.744, 8.873, 5.701], [1.401, -5.590, -0.962], [3.627, -1.349, 6.208], [1.878, 0.042, 8.528], [-0.894, 6.891, -0.556], [3.482, -3.211, -3.188], [-5.342, -6.874, -5.857], [3.188, -0.176, 10.304], [-7.155, -5.338, -5.250], [-5.468, -7.237, -4.811], [1.675, -1.469, 0.090], [-0.825, 6.862, -6.862], [2.025, -0.777, 3.995], [5.216, -1.252, 1.353], [0.942, -7.079, 4.620], [-2.227, -4.269, 1.683], [-1.456, 0.896, 0.482], [1.363, -3.907, -0.650], [1.532, -0.996, 4.937], [-0.928, 8.229, -2.311], [0.055, -5.514, -4.539], [3.450, 7.840, 0.608], [-2.879, -8.484, 3.820], [-4.054, -4.336, -3.315], [3.811, 5.385, 0.721], [-4.844, -2.468, -3.606], [-2.927, -5.215, -0.029], [2.288, 3.727, -1.182], [2.477, 4.967, 0.498], [-3.185, 7.502, -3.347], [4.344, -0.372, 0.410], [3.398, 1.040, 5.006], [2.984, -6.149, 4.324], [-2.890, 7.018, -4.305], [-5.909, -7.650, -6.451], [3.358, 0.422, 1.156], [-4.893, -4.191, -1.504], [1.581, 8.365, 2.546], [4.634, -2.056, 1.648], [2.012, 10.151, 2.764], [-3.221, 0.595, -3.365], [-2.221, -9.406, 4.020], [-0.595, 3.849, -4.847], [-3.177, -6.147, -5.295], [-0.266, 6.442, -7.681], [-3.313, -8.559, 2.826], [1.339, -2.011, 5.042], [5.728, -3.046, -0.707], [0.063, -0.056, -1.440], [-5.037, 1.422, -5.937], [-3.577, -0.821, 4.433], [-6.772, 8.874, -1.143], [0.585, 0.658, 10.256], [-0.981, -5.314, -4.529], [2.615, 1.983, 9.192], [4.940, 6.837, 1.673], [-3.885, -6.891, -6.273], [-2.645, 5.978, -2.094], [2.747, 0.963, 5.914], [4.166, -4.154, 4.095], [2.208, -4.341, 3.379], [-0.390, 0.649, -2.112], [-1.228, -3.960, -4.873], [-2.069, -5.315, 0.584], [2.226, 4.752, -0.898], [-0.210, 0.057, 8.805], [4.316, 4.616, 1.326], [3.954, -0.579, 8.825], [0.634, -0.110, 9.471], [-1.668, -0.875, -0.519], [-0.139, -1.206, 0.719], [-0.256, -2.164, -4.979], [3.212, 1.688, 7.129], [-0.724, -5.734, -1.122], [4.274, 9.425, 1.705], [4.326, 5.539, -0.229], [-0.718, 1.586, 0.864], [2.240, 8.145, 5.469], [-5.682, -2.468, -0.746], [4.487, -0.334, -2.920], [-3.127, -3.166, 1.270], [-1.326, -5.365, 4.723], [1.338, -2.036, 7.503], [1.462, -0.623, 7.250], [1.092, -5.574, 5.358], [5.038, -1.114, -2.409], [-1.025, 5.251, 1.085], [2.574, 7.627, 0.175], [-0.857, 4.171, -3.821], [-2.241, 1.387, -0.099], [0.943, -6.016, 4.358], [-2.902, 8.577, -3.395], [-6.565, 8.344, -2.058], [4.741, -3.244, -1.103], [2.803, -1.681, 9.500], [0.812, 3.620, -5.162], [-2.562, 6.997, -2.173], [-2.404, -1.611, 3.004], [2.881, 5.334, -1.549], [-4.412, 0.738, -4.149], [-3.299, 0.872, -5.887], [-3.458, -2.256, 2.426], [-5.686, -4.947, -3.133], [4.119, -0.939, 5.337], [0.678, -3.530, -4.329], [6.065, -1.618, 0.793], [-6.463, -3.076, -2.145], [2.353, 9.934, 5.214], [6.594, 0.335, -2.239], [-1.897, 6.902, -7.169], [-0.996, -3.922, -0.577], [-2.602, -2.545, 0.528], [2.814, -0.335, 1.679], [-2.076, -6.319, 1.027], [3.301, 8.772, 3.743], [3.329, 6.642, 2.445], [-1.438, 6.054, 1.732], [-2.753, -0.831, -3.347], [2.897, 2.179, -6.003], [5.229, 3.624, -3.701], [-0.489, 7.870, -6.839], [0.584, -0.506, 5.033], [3.470, -1.087, -0.550], [-5.157, 8.234, -2.067], [-0.508, 6.127, -5.700], [1.195, 4.976, -1.135], [3.379, 3.062, -4.139], [4.085, -4.415, 2.341], [-0.560, -2.831, -3.243], [1.876, 1.464, 5.565], [-2.143, -4.791, 4.328], [-4.730, 7.527, -3.183], [-1.665, 7.415, 0.040], [0.180, -0.940, -2.073], [-1.106, 7.177, -2.031], [2.861, 8.961, 5.047], [-2.603, -4.825, 2.492], [-5.907, -5.567, -5.989], [-1.237, -7.424, 5.627], [-4.225, -5.868, -2.541], [-3.448, -5.120, -5.383], [2.542, -1.900, 0.158], [2.195, 1.510, 8.274], [-3.553, -7.938, -6.375], [-3.233, 0.342, 3.138], [1.063, 0.197, -1.182], [2.384, -0.500, 6.081], [-1.130, 4.876, -5.773], [2.276, -4.884, 0.498], [-0.575, -5.967, 2.996], [3.440, 2.704, 6.819], [-3.388, 0.796, -2.277], [0.968, 2.104, -3.631], [3.460, -2.401, 6.109], [-5.118, 8.016, -4.079], [-3.681, -8.489, 4.578], [-7.929, -5.881, -5.836], [-2.019, 0.563, 1.360], [0.078, -2.798, 2.547], [0.264, -5.126, 0.636], [-3.415, -1.656, -2.277], [5.954, 1.013, 0.072], [-3.982, -2.813, 3.202], [5.257, 0.479, -0.548], [-2.802, -0.492, 3.761], [-2.835, -6.692, 5.622], [-2.434, 1.193, -3.769], [2.085, -6.274, 2.666], [-0.296, -3.034, -4.305], [-1.418, -7.250, -5.193], [3.864, 1.056, 1.942], [1.259, 2.020, 8.051], [0.348, -2.188, 7.498], [0.083, 7.202, -0.195], [2.133, -2.801, -2.159], [5.050, 1.878, -4.197], [3.003, -0.618, 9.315], [3.597, -3.927, 3.216], [-1.202, 5.544, -0.265], [1.405, -4.880, -0.152], [-0.495, 6.524, -2.619], [-0.220, -5.389, 3.765], [4.747, 2.893, -4.367], [2.409, 9.124, 2.636], [2.863, -1.613, -3.267], [4.110, -3.753, -0.378], [3.272, 9.127, 1.364], [-6.946, 8.948, -2.933], [-3.951, 2.479, -5.240], [3.025, -2.444, -2.594], [-0.794, -0.335, -0.186], [1.188, 2.282, -4.677], [1.511, 4.265, -4.882], [4.193, 1.292, 7.488], [-4.693, -4.901, -2.698], [2.886, 9.861, 0.667], [-1.379, -5.455, -3.563], [0.642, 1.502, -5.190], [2.206, -5.728, 3.639], [-2.164, -7.256, 3.762], [-1.450, -5.952, -6.473], [-1.716, -6.165, -5.442], [-7.244, -4.262, -5.279], [-2.857, -1.246, -4.427], [-5.388, -1.042, -2.649], [5.071, 3.156, -5.372], [-2.892, -2.536, -2.263], [3.037, 1.043, -4.639], [6.091, -0.315, -1.579], [-3.904, -6.409, -7.228], [-5.089, 6.456, -3.127], [-1.902, -0.225, 4.317], [-1.921, -6.769, 5.065], [5.459, -1.623, -3.301], [-5.478, -2.984, -1.700], [4.113, -1.964, -1.653], [2.804, 1.203, 0.570], [-1.623, 4.401, 1.296], [-1.680, -0.891, -3.097], [-4.796, -1.970, -2.636], [4.639, 1.175, -1.150], [-6.980, -5.689, -4.235], [-4.096, -1.475, 1.972], [3.598, -2.832, 3.052], [-0.006, 5.123, 1.439], [-0.869, -5.030, -0.248], [2.708, 2.050, -4.912], [6.828, -0.941, -1.111], [-0.917, 4.545, -6.767], [-2.193, 4.967, -5.598], [-4.089, -3.559, 0.876], [5.534, -0.717, 2.287], [3.892, 6.722, 1.499], [-7.065, 7.368, -2.019], [0.573, -1.058, 9.997]],
  "mulliken_charge": [0.61, -0.04, 0.52, 0.28, -0.58, 0.25, 0.53, -1.15, 1.58, -0.40, 0.68, -0.49, 0.46, -0.70, 0.27, -0.88, -0.93, 0.09, -1.27, 0.34, -0.18, -1.36, 0.11, -2.36, 0.50, 0.72, -0.38, -0.78, 0.01, -0.76, 0.52, 0.46, 0.27, -0.01, -0.28, 2.02, 0.31, 0.38, -0.16, 0.43, -1.51, -0.40, 0.22, -0.25, 0.54, -0.05, 0.27, 0.32, 0.00, 0.39, 0.24, 0.48, 0.38, -0.67, 0.34, 0.32, 0.25, 0.41, -0.17, 0.40, 0.32, -0.83, 0.15, -1.17, 0.65, 1.02, 0.36, -0.44, -1.53, -0.73, 0.47, 0.27, 0.36, -1.95, -1.11, 0.33, 0.22, -0.84, 0.52, 0.37, 0.46, 0.49, 0.28, 0.41, -0.29, 0.86, -0.51, -0.55, 0.33, 0.55, -1.08, -0.73, 0.23, 0.06, 0.29, -1.25, 0.45, -0.72, -1.72, 0.31, -0.33, -0.03, 0.55, 0.33, -0.42, 0.30, -1.06, 0.08, 0.38, 0.51, 0.33, 0.49, 0.28, 0.62, 0.32, -0.06, -0.81, 0.15, 0.43, -0.30, 0.28, 0.35, 1.00, 0.39, 0.24, 0.31, 0.35, -0.10, -0.28, -0.32, 0.04, -0.11, 0.27, -0.29, 0.44, -0.10, -0.61, 0.66, -0.65, -0.58, -0.74, -0.01, -0.35, 0.35, 0.43, 0.09, 2.96, -1.21, 0.45, 0.33, 0.25, 2.08, -1.02, -0.20, -0.22, 0.46, 0.18, 0.16, 0.12, 0.39, 0.32, 0.31, -0.32, 0.14, 0.05, 0.43, 0.49, 0.36, -1.22, -0.91, 0.59, -0.06, 0.27, -0.19, 0.38, 0.50, 0.37, 0.34, 0.06, -0.48, 0.22, -1.67, -0.84, -0.23, -0.64, -0.02, 1.21, -0.79, -0.37, 0.28, -0.02, -0.98, 0.28, 0.12, -1.40, 1.29, -0.50, 0.33, 0.30, -0.19, 0.46, -0.02, 0.42, -0.87, -0.24, 0.37, -1.20, 0.22, 0.39, 0.51, 0.31, -0.25, 0.20, -1.09, 0.37, 0.28, 0.05, -1.11, 0.31, -1.06, 2.32, -0.17, 0.21, -1.07, -0.95, 0.07, 0.35, 0.47, -0.15, 0.23, 0.19, -0.54, 0.47, 0.51, 0.36, 0.19, 0.38, -0.39, 0.30, 0.35]
}